# 1
The following is a quantum chemistry calculation of a gas-phase ion, C3H8NS (charge -1) in a non-equilibrium geometry, from the OMol25 dataset.

XYZ file:
```
13
Properties=species:S:1:pos:R:3:forces:R:3
C 1.279475 0.208993 0.496862 -2.0 0.0 3.0
C 0.083946 0.317946 -0.596106 2.0 0.8 0.6
C -1.292068 0.600105 0.101125 1.6 1.8 1.0
S -1.957503 -0.748230 1.004222 -0.7 -1.4 0.6
N 0.067198 -0.987361 -1.230889 -0.3 -2.9 1.6
H 1.804803 -0.710811 0.470681 1.0 -0.9 -1.2
H 2.084461 0.970282 0.698791 -1.3 -0.1 -0.4
H 0.757043 -0.170545 1.542063 0.7 1.8 -2.1
H 0.369568 1.181213 -1.334873 -0.6 -1.5 1.1
H -2.051447 1.008878 -0.562365 0.3 0.2 -0.4
H -1.014881 1.358739 0.885795 -0.5 0.0 -0.9
H -0.873152 -1.423983 -0.857251 1.7 0.8 -0.9
H 0.742557 -1.605224 -0.618056 -1.7 1.4 -2.0
```
Forces are in eV/Å.

Its charge is -1. For the electronic energy, the calculation gives -572.02232 Eh. The calculation puts the HOMO energy at -0.09094 Ha. As for the LUMO energy: 4.220 eV. The SMILES is C[C@@H](N)C[S-]. For the molar mass, the calculation gives 90.17 g mol⁻¹.

Atom charges from the Mulliken analysis, given in e for atoms 1 to 4:
1 C -1.221
2 C 0.460
3 C -0.887
4 S -0.622

---

# 2
The following is a quantum chemistry calculation of a molecular structure, C44H116NO22Y in a non-equilibrium geometry, from the OMol25 dataset.

XYZ file:
```
184
Properties=species:S:1:pos:R:3:forces:R:3
Y 3.549106 -1.421664 3.023008 -3.5 3.1 -4.7
C 1.340506 1.642956 0.096188 -0.4 -0.3 -0.1
C 0.123456 0.715426 0.425868 -0.1 -0.1 0.1
C -0.897884 0.775346 -0.824432 0.6 0.6 0.8
C -1.931714 -0.338584 -0.919232 0.8 -0.7 1.6
C -1.230534 -1.688164 -0.765472 0.6 0.5 0.0
C -0.243454 -1.862884 0.464338 -1.7 -0.6 1.1
N 0.659696 -0.724074 0.496258 1.5 0.6 -0.2
O 1.725226 -0.885314 1.488978 0.8 -0.3 1.4
C 0.454996 -3.220044 0.186678 0.9 0.4 -0.5
C -1.086744 -2.096374 1.790788 0.1 0.0 -0.6
C -0.577094 1.254766 1.734258 0.2 -0.5 -0.9
H 1.030376 2.633356 -0.237022 -0.5 -0.1 -0.1
H 1.950636 1.222206 -0.703072 0.0 -0.1 0.1
H 1.990526 1.877156 0.939238 0.0 -0.5 0.3
H -0.263274 0.937616 -1.695662 0.0 -0.6 -0.4
H -1.472674 1.700986 -0.794112 0.2 0.4 0.5
H -2.593784 -0.295504 -1.784052 0.3 0.1 -0.2
H -2.587474 -0.288304 -0.050002 -0.3 0.5 0.1
H -0.614554 -1.766914 -1.661272 0.1 -0.5 -0.1
H -1.973134 -2.485324 -0.731082 0.2 -0.2 -0.1
H 0.849916 -3.220404 -0.829272 -0.1 0.0 -0.2
H -0.199514 -4.088274 0.263328 -0.4 0.3 0.1
H 1.340026 -3.465114 0.773848 -0.1 0.4 0.5
H -1.782244 -2.894144 1.530138 -0.2 0.1 0.3
H -1.621954 -1.240194 2.201398 -0.2 0.2 -0.5
H -0.545854 -2.461284 2.663928 0.7 -0.2 -0.2
H -0.198824 0.789836 2.644678 0.0 -0.3 -0.1
H -1.650584 1.093946 1.634998 0.0 -0.1 0.3
H -0.414084 2.325426 1.857618 0.0 0.1 -0.3
C -4.567774 -3.318424 1.453788 -0.2 -0.3 0.1
C -5.045784 -2.318694 2.493368 -1.1 0.8 -0.4
C -5.699334 -1.037694 1.836488 0.0 -1.5 0.8
O -5.967384 -2.950374 3.406198 0.8 0.3 0.1
H -5.426734 -3.709264 0.908318 -0.1 0.2 -0.2
H -4.113854 -4.197894 1.910488 0.1 0.1 0.2
H -3.855254 -2.889054 0.749468 -0.1 0.1 -0.1
H -4.221374 -1.966544 3.113408 0.1 -0.2 0.1
H -6.562984 -1.358074 1.253758 0.1 -0.1 -0.4
H -4.995714 -0.500714 1.200358 0.0 0.1 0.1
H -6.130444 -0.422014 2.625918 0.4 0.3 0.0
H -6.849654 -3.041544 3.038928 0.0 0.1 -0.4
C -1.255564 -4.647564 -3.042722 1.0 -0.8 -0.3
C -0.205914 -4.979504 -4.158562 -1.4 1.0 0.4
C -0.638954 -5.996894 -5.186342 0.4 -0.7 0.7
O -0.001774 -3.726364 -4.807782 0.4 0.8 0.3
H -1.509494 -5.565184 -2.512072 -0.3 -0.1 -0.2
H -2.152264 -4.180984 -3.450562 0.0 -0.1 -0.1
H -0.842864 -3.999334 -2.269682 0.2 0.2 -0.3
H 0.739926 -5.283084 -3.709862 0.0 -0.2 0.2
H -0.880474 -6.929124 -4.675732 -0.1 -0.1 0.0
H 0.257936 -6.222694 -5.763152 -0.3 0.0 -0.6
H -1.498434 -5.712314 -5.793322 0.2 0.2 0.0
H 0.641566 -3.762464 -5.519402 0.1 -0.4 -0.2
C -4.742144 2.595956 -0.690782 0.5 -0.5 0.6
C -5.962974 3.181586 0.009518 0.1 -0.1 0.5
C -5.873504 3.063566 1.564028 -0.4 -1.5 -1.8
O -6.025614 4.549546 -0.263712 -0.2 1.0 -0.2
H -3.986824 2.489746 0.087878 0.5 -0.1 -0.2
H -4.344614 3.232466 -1.481302 -0.1 0.1 0.1
H -4.922724 1.613096 -1.126092 -0.1 -0.1 0.1
H -6.833054 2.694566 -0.430792 -0.4 -0.2 0.5
H -6.818524 3.286036 2.059558 0.4 0.9 0.0
H -4.943434 3.550286 1.857558 -0.4 0.4 0.4
H -5.773244 1.997516 1.767948 0.3 -0.2 0.1
H -6.017754 4.622576 -1.220892 -0.1 0.4 -0.1
C 3.770676 6.873746 1.107668 0.0 -0.9 -0.6
C 2.249896 6.763236 1.012088 -0.1 -0.4 -0.7
C 1.727206 5.285106 1.007718 0.8 1.3 0.0
O 1.699416 7.409816 2.101718 -1.0 0.2 1.5
H 4.140316 6.277306 1.941768 -0.1 0.0 0.2
H 4.145946 7.886506 1.254608 -0.3 0.1 -0.2
H 4.204066 6.455196 0.199338 0.3 0.1 -0.1
H 1.891026 7.253286 0.107008 0.1 0.0 -0.4
H 1.940946 4.846696 0.032928 0.3 -0.2 0.1
H 0.654016 5.179936 1.166858 0.0 0.4 0.1
H 2.276536 4.832656 1.833318 -0.1 -0.6 -0.1
H 1.954816 8.335136 2.113568 0.0 0.1 -0.1
C -1.187754 4.742336 -2.209682 1.0 0.2 0.2
C -1.062614 4.284006 -3.653472 -2.9 -0.1 -0.9
C -2.429904 3.628286 -4.060612 0.6 -1.2 1.0
O -0.943274 5.431456 -4.447942 0.6 1.6 0.1
H -1.395344 3.984276 -1.454462 0.0 -0.5 -0.4
H -1.976604 5.482916 -2.077932 0.1 0.1 -0.4
H -0.224944 5.180146 -1.946212 0.0 0.3 0.3
H -0.188454 3.673156 -3.878872 -0.2 -0.6 0.5
H -2.454204 2.638456 -3.604822 0.1 -0.4 -0.2
H -2.619934 3.493066 -5.125362 0.4 0.2 0.0
H -3.313264 4.073326 -3.602672 0.3 0.8 -0.1
H -1.026934 5.240496 -5.385022 0.0 -0.3 0.1
C -4.317884 -6.184114 5.179508 -0.2 -0.2 -0.4
C -2.905144 -6.577824 4.709888 -1.3 0.1 1.5
C -2.383674 -5.961444 3.486738 0.7 1.0 -2.4
O -2.043444 -6.238184 5.770418 0.4 0.0 0.9
H -4.593994 -6.640074 6.130278 0.5 -0.2 0.1
H -5.031794 -6.602984 4.470298 -0.1 0.3 -0.2
H -4.507004 -5.119994 5.320868 0.3 0.1 -0.4
H -2.985124 -7.654044 4.556758 0.4 -0.3 0.1
H -2.794424 -6.371374 2.564048 -0.2 -0.2 0.0
H -1.304114 -6.068524 3.380918 0.3 -0.7 0.2
H -2.435584 -4.880874 3.353458 -0.7 0.3 0.6
H -1.144684 -6.500584 5.558308 0.0 -0.1 -0.1
C -2.850534 1.413186 4.714448 1.4 0.1 0.3
C -2.770324 2.698306 5.499528 0.0 0.4 0.5
C -4.006384 3.501716 5.334928 -1.3 -0.2 -0.1
O -2.571834 2.426216 6.897878 0.3 -0.3 -0.7
H -1.932404 0.866836 4.930418 0.0 -0.5 0.4
H -2.699654 1.611896 3.653388 -0.9 0.1 -0.1
H -3.727094 0.830696 4.998078 0.1 0.0 -0.4
H -1.975444 3.339846 5.119148 0.7 -0.2 0.0
H -4.018934 3.951366 4.342078 -0.2 0.3 0.2
H -4.151794 4.213636 6.147408 0.3 0.5 -0.3
H -4.863624 2.835666 5.432998 -0.2 0.0 -0.2
H -2.680714 3.279276 7.324528 0.0 0.0 0.3
C 7.103636 2.861696 1.749158 0.9 1.1 0.0
C 5.671456 3.232936 2.233338 3.0 -0.6 0.9
O 4.742946 2.625686 1.429898 -1.4 -0.7 -0.8
O 7.470856 1.464816 1.939658 -1.5 0.7 0.0
H 7.880996 3.466346 2.216288 -0.3 0.1 0.7
H 7.218206 3.200346 0.719448 -0.3 -0.6 -0.5
H 5.517456 4.311486 2.266398 0.3 0.0 0.2
H 5.610386 2.795916 3.230028 -0.3 0.2 0.3
H 4.665286 3.194446 0.660428 -0.6 -0.2 -0.5
H 8.385576 1.322996 1.685128 0.1 0.1 0.0
C 2.369626 1.685096 4.028348 0.0 -0.6 0.0
C 1.823686 0.717076 5.055728 -0.2 -0.3 0.1
O 1.596206 -0.619864 4.474988 1.4 0.5 -0.2
O 3.430696 1.045866 3.251748 -1.0 -1.0 1.5
H 2.802546 2.551386 4.528568 -0.1 0.0 0.2
H 1.532876 2.018196 3.414338 0.4 -0.1 -0.5
H 0.857306 1.115666 5.364498 0.1 -0.1 0.3
H 2.481316 0.582456 5.914508 0.0 0.2 0.0
H 0.860326 -1.040564 4.925648 -0.2 -0.1 0.0
H 3.847706 1.745186 2.743158 0.4 0.1 -1.1
C 4.368196 -5.275364 -2.628162 -1.0 1.0 0.6
C 3.161846 -4.713194 -1.776542 1.3 0.0 -1.1
O 3.428076 -4.722814 -0.383002 0.1 -0.4 0.5
O 5.480316 -4.409354 -2.656792 -0.1 0.5 0.4
H 3.992286 -5.424094 -3.640422 -0.1 -0.3 0.0
H 4.675456 -6.214234 -2.167492 -0.2 -0.4 -0.1
H 2.324356 -5.350154 -2.061122 -0.3 0.0 0.4
H 2.903346 -3.665714 -1.931652 0.2 -0.1 -0.7
H 3.646996 -5.622684 -0.130232 0.1 -0.2 0.2
H 6.036896 -4.644444 -3.402812 0.1 0.0 0.0
C 5.357206 -0.377344 0.456818 -1.3 -1.5 -0.4
C 5.104496 -1.897224 0.119468 0.7 1.0 -0.7
O 4.056366 -2.496964 0.925868 0.6 2.1 1.7
O 5.400636 -0.319414 1.868508 -0.6 -1.1 1.9
H 4.541356 0.305816 0.220648 -0.3 -0.5 -0.8
H 6.270356 0.075036 0.070018 0.1 -0.7 -0.3
H 5.960726 -2.542384 0.316238 0.4 0.5 -0.2
H 4.843676 -1.944174 -0.937832 -0.2 -0.2 0.1
H 3.809036 -3.325134 0.508068 -0.6 -1.2 -0.7
H 6.001036 0.410836 2.035388 0.9 0.7 0.8
C 2.941636 -1.736044 -4.139672 -0.3 0.5 0.1
C 1.824896 -1.350704 -3.107452 1.3 -1.1 0.5
O 2.425066 -0.930184 -1.866732 0.7 0.5 -1.2
O 3.343756 -0.730094 -5.054162 -0.8 0.4 0.4
H 2.564526 -2.563824 -4.740232 0.0 -0.4 0.2
H 3.896966 -1.977594 -3.673722 -0.4 -0.5 0.6
H 1.290116 -2.259984 -2.833022 -0.2 -0.3 -0.5
H 1.069546 -0.654704 -3.472312 0.2 0.3 -0.3
H 1.727866 -0.918164 -1.206912 -0.5 0.2 1.0
H 2.496246 -0.398284 -5.359492 0.1 0.5 -0.7
C 2.675556 3.180876 -4.718212 -0.4 0.2 1.3
C 2.441406 2.429196 -3.377962 -0.9 -0.8 -1.4
O 3.621036 1.834156 -2.880242 0.6 0.6 0.3
O 3.283186 4.443946 -4.447202 0.1 -0.6 -0.3
H 1.731746 3.377776 -5.226692 -0.2 0.1 0.3
H 3.232646 2.550056 -5.410912 0.4 0.0 0.1
H 1.742106 1.622276 -3.596972 -0.3 -0.2 -0.2
H 1.906086 3.019826 -2.634532 0.3 0.6 0.1
H 3.376476 0.998756 -2.475412 0.0 -0.3 0.0
H 4.092206 4.198956 -3.992152 0.3 0.3 0.0
C -2.566664 -1.314684 -5.403202 1.7 0.7 0.4
C -2.172764 -0.000934 -4.684452 0.0 -0.2 -0.5
O -1.784654 1.056546 -5.618332 -0.4 -1.6 1.2
O -1.434624 -1.870654 -6.086242 -1.1 0.9 -0.5
H -3.387584 -1.004084 -6.049512 0.1 -0.7 -0.6
H -2.879944 -2.077624 -4.690542 -0.6 0.3 0.3
H -1.376344 -0.194964 -3.966012 0.4 0.2 -0.2
H -3.035984 0.304916 -4.093342 -0.2 0.3 0.1
H -2.571264 1.099776 -6.166942 0.1 0.4 -0.5
H -0.943184 -2.365454 -5.426492 0.0 -0.4 0.1
```
Forces are in eV/Å.

Its charge is +2. For the electronic energy, the calculation gives -3493.68998 Eh. The calculation puts the HOMO energy at -0.44786 Ha. As for the LUMO energy: -7.333 eV. For the molar mass, the calculation gives 1100.30 g mol⁻¹.

Atom charges from the Mulliken analysis, given in e for atoms 1 to 4:
1 Y 1.435
2 C 0.184
3 C 3.414
4 C -0.795

---

# 3
The following is a quantum chemistry calculation of a molecular structure, C26H32NO4S2Tm in a non-equilibrium geometry, from the OMol25 dataset.

XYZ file:
```
66
Properties=species:S:1:pos:R:3:forces:R:3
O -0.549798 -1.593208 -0.936245 -1.2 -0.5 -1.0
C -1.778131 -1.828947 -1.749693 0.3 0.6 0.3
C -1.719805 -3.330424 -1.547672 0.1 0.1 0.1
H -1.599182 -1.501183 -2.779676 -0.2 0.1 0.3
H -2.641556 -1.338657 -1.283761 0.2 0.1 -0.3
C -0.402315 -3.069616 -0.802407 0.3 -0.3 0.2
H -1.647026 -3.922133 -2.458525 0.0 0.1 0.3
H -2.526715 -3.716758 -0.920268 0.1 0.0 -0.1
C 0.810574 -3.525984 -1.584290 0.3 0.0 0.0
H 0.739546 -3.185945 -2.625155 0.1 0.0 0.2
H 0.882360 -4.621500 -1.581898 -0.1 0.2 0.0
H 1.721977 -3.130432 -1.125708 -0.1 -0.1 -0.2
C -0.360956 -3.486443 0.653170 0.1 -0.1 0.1
H -1.320739 -3.295660 1.145195 0.3 -0.1 -0.1
H 0.436237 -2.941716 1.176193 -0.4 -0.2 -0.1
H -0.137769 -4.559219 0.729052 -0.1 0.2 -0.1
Tm 0.010600 0.570539 0.033177 0.1 -0.1 0.0
C -0.628243 1.039771 2.412668 -0.9 -0.1 0.1
C -1.680376 1.659823 1.665532 -0.5 -0.4 0.8
C -2.476462 0.645475 1.071891 0.5 -0.2 0.3
H -1.926014 2.719034 1.643910 0.3 -0.4 0.0
C -1.900595 -0.609931 1.423819 0.0 0.3 0.6
C -0.750225 -0.369948 2.236109 -0.9 0.0 0.3
H -0.135145 -1.130838 2.717648 -0.2 0.3 -0.2
H 0.045664 1.533064 3.113993 -0.1 -0.1 -0.5
H -3.424601 0.799334 0.548914 0.5 -0.1 0.0
H -2.364367 -1.578422 1.242357 0.3 0.4 -0.2
C 2.497144 1.336995 0.437160 0.4 -0.7 0.0
C 2.247811 0.177713 1.231696 0.8 0.3 -0.5
C 2.057162 -0.917083 0.349321 0.6 0.2 -0.7
H 2.310871 0.120528 2.320507 -0.1 0.1 -0.5
C 2.153113 -0.425416 -1.001099 0.5 -0.2 0.7
C 2.391915 0.972814 -0.938530 0.4 -0.4 0.3
H 2.532316 1.635025 -1.797749 -0.1 -0.3 0.4
H 2.873347 2.284568 0.815371 -0.6 -0.3 -0.1
H 2.031491 -1.965855 0.641618 -0.2 0.5 -0.1
H 2.185882 -1.038225 -1.904492 -0.3 0.3 0.4
O -2.507204 -5.490793 -3.551410 -0.7 -1.4 -0.9
C -2.314480 -6.879846 -3.211591 0.4 -0.1 0.6
C -3.082075 -7.799681 -4.184283 0.1 0.5 -0.2
H -2.648796 -7.029341 -2.174009 0.0 0.1 -0.2
H -1.236564 -7.110616 -3.234852 -0.3 0.2 0.0
C -3.853457 -6.829022 -5.116911 0.1 0.0 0.5
H -3.767881 -8.466884 -3.646946 0.3 0.1 -0.2
H -2.363321 -8.389364 -4.767918 -0.3 0.0 0.2
C -3.329088 -5.429001 -4.734967 0.1 0.5 -0.4
H -4.932792 -6.896781 -4.923281 0.3 0.0 -0.2
H -3.646625 -7.048185 -6.172066 -0.2 0.1 0.3
H -4.153183 -4.727399 -4.547752 0.2 -0.1 0.0
H -2.733720 -5.009694 -5.561819 0.0 -0.1 0.3
O 2.018957 4.017116 1.762325 -0.9 0.3 0.0
S 0.649381 4.157755 1.320433 0.0 -0.8 -0.9
O -0.395652 4.305588 2.302689 0.6 0.1 -0.4
N 0.251523 2.940685 0.221522 -0.4 0.9 -1.2
C -0.052823 3.388477 -1.022605 0.4 -1.8 2.4
S -0.556575 2.216593 -2.135418 -0.2 0.5 -0.5
C 0.150372 4.816252 -1.160729 0.2 2.0 0.0
C 0.054419 5.655727 -2.282149 0.0 -0.4 0.4
C 0.380654 7.006856 -2.148939 0.1 0.1 0.5
C 0.808444 7.532121 -0.913875 -0.1 -0.3 -0.1
C 0.901575 6.706928 0.211590 -0.2 -0.2 -0.3
C 0.543216 5.376445 0.063186 0.2 0.8 -0.5
H -0.276789 5.231075 -3.228725 0.1 0.2 0.2
H 0.309360 7.676049 -3.006291 0.0 -0.2 0.2
H 1.073315 8.585606 -0.817526 -0.1 -0.3 -0.2
H 1.245042 7.057212 1.183880 -0.1 0.1 -0.3
```
Forces are in eV/Å.

Its charge is 0. As for the spin multiplicity: 3. For the electronic energy, the calculation gives -3247.22312 Eh. The calculation puts the HOMO energy (alpha / beta) at -0.28738 / -0.28845 Ha. As for the LUMO energy (alpha / beta): -0.423 / -0.424 eV. For the molar mass, the calculation gives 655.61 g mol⁻¹.

Atom charges from the Mulliken analysis, given in e for atoms 1 to 4:
1 O -0.015
2 C -0.427
3 C -0.907
4 H 0.373

---

- charge of number 2 (C44H116NO22Y)?
  +2